# 1
Density functional theory data (ωB97M-V/def2-TZVPD) for a 2-piece molecular cluster, C6H12O3 overall.

Output
Net charge = 0
Multiplicity = 1
LUMO level = 0.717 eV
HOMO level = -9.8 eV
Relative energy (zero: lowest compared OMol25 entry of this formula, charge and spin) = 48.5 kJ/mol
Structure (SMILES) = CCC(=O)O.CC(C)=O

The geometry in XYZ format:
```
21
C6H12O3 ωB97M-V/def2-TZVPD
C 0.102 1.716 0.345
H -1.314 0.763 -0.995
C 1.005 -2.518 -1.258
H -2.270 2.005 1.651
H 1.346 -2.400 -2.277
H -3.315 1.382 0.368
H -0.060 -2.707 -1.292
H 0.023 2.433 -1.437
H 2.610 -1.570 1.095
C 1.242 -1.251 -0.476
H 1.490 -3.361 -0.796
C -2.362 1.859 0.579
H 1.041 -2.300 1.400
H -2.353 2.835 0.096
O 1.201 -0.165 -1.002
H -1.199 0.046 0.630
O 0.698 1.636 1.387
O 0.503 2.563 -0.610
C 1.541 -1.428 0.986
C -1.209 0.987 0.075
H 1.279 -0.527 1.530
```

=====

# 2
Density functional theory data (ωB97M-V/def2-TZVPD) for a 8-piece molecular cluster, C22H50Cl2N6O8 overall.

Output
Net charge = -2
Multiplicity = 1
LUMO level = 4.231 eV
HOMO level = -0.6 eV

The geometry in XYZ format:
```
88
C22H50Cl2N6O8 ωB97M-V/def2-TZVPD
C 1.063 -0.426 -0.911
H 5.608 -0.706 -1.832
C -1.614 -2.929 -3.548
H -2.894 -0.926 -4.703
H -3.672 5.928 2.179
H 0.695 2.041 -5.050
H -2.337 0.173 -3.338
C 1.693 3.771 -3.092
H 4.509 -2.901 3.383
C -1.866 3.086 -0.830
C -4.122 -0.122 1.278
H 1.037 0.625 -3.966
C -1.421 -4.217 2.583
N 1.256 2.505 -3.100
H -0.685 -5.785 1.485
H -2.942 2.910 -0.938
O -2.621 -3.361 -4.103
H -0.937 -2.334 2.072
C -2.668 5.547 1.998
H -4.150 -1.147 1.660
H 1.121 2.038 -2.195
H 0.667 -0.504 -1.959
O -1.880 2.062 3.084
H -4.120 -0.160 0.187
C -0.839 -4.720 1.294
H 1.965 -2.428 2.414
H -0.633 -1.406 -2.752
H -4.112 2.834 4.043
H 1.846 -1.210 -0.804
H -2.404 4.935 2.867
H -1.439 2.114 -0.581
H -1.653 -4.731 0.564
C -1.995 -2.195 3.875
H -1.387 -2.429 4.751
C 4.397 -0.902 3.053
H -1.950 6.372 2.018
H 0.311 -3.469 -2.559
H 5.625 0.348 4.361
H 2.326 1.577 -4.674
O 3.872 0.039 2.499
H -1.455 3.480 -1.757
H 2.921 -3.760 1.920
H 4.137 -0.698 -0.842
N -2.621 4.794 0.780
H -1.129 -4.246 -1.914
H 0.054 -4.239 0.906
H 0.665 5.173 -1.860
C -0.677 -3.846 -2.823
N -2.972 0.629 1.724
Cl 4.857 -0.888 -4.489
C 1.506 4.486 -1.775
C 4.606 -1.125 -1.728
N 4.030 -2.185 2.866
H 3.592 0.346 -2.912
O -1.866 -5.005 3.438
H -1.113 -0.506 -0.426
H 3.013 -2.291 1.011
C 2.960 -2.674 2.031
O 1.642 0.806 -0.769
N -1.283 -1.619 -3.502
C -2.070 -0.564 -4.094
C -4.224 2.314 3.099
H -5.020 0.380 1.639
H -1.902 -1.117 3.736
H 1.253 3.736 -1.019
H 5.301 -1.372 4.915
C -0.130 -0.862 -0.018
H -5.100 1.661 3.089
C 1.319 1.636 -4.248
H 6.439 -0.968 3.600
C -1.614 3.970 0.364
H 2.413 4.981 -1.436
O -0.597 3.884 1.017
H -4.372 3.034 2.290
C 3.876 -0.702 -2.987
H -2.076 0.227 1.425
C -2.925 1.582 2.685
H -3.050 -2.351 4.104
H -0.474 -4.723 -3.444
O 2.127 4.331 -4.109
Cl 4.647 -2.903 -1.559
N -1.514 -2.896 2.716
O -0.058 -0.621 1.346
H -0.257 -1.970 -0.137
H -3.479 4.759 0.257
H 2.948 -1.264 -3.077
H -1.477 -0.013 -4.834
C 5.496 -0.692 4.085
```

=====

# 3
Density functional theory data (ωB97M-V/def2-TZVPD) for the molecule C4H5NO.

Output
Net charge = 0
Multiplicity = 1
LUMO level = 0.929 eV
HOMO level = -9.4 eV
Relative energy (zero: lowest compared OMol25 entry of this formula, charge and spin) = 226.5 kJ/mol
Structure (SMILES) = Cc1cnoc1

The geometry in XYZ format:
```
11
C4H5NO ωB97M-V/def2-TZVPD
H 0.646 2.297 -0.025
C 0.796 1.221 -0.042
O 1.958 -0.567 -0.288
H -2.101 0.674 0.000
C 0.814 -0.913 0.292
N 1.948 0.799 -0.487
C -0.025 0.138 0.415
H 0.608 -1.957 0.478
H -1.892 -0.999 0.619
C -1.446 -0.188 0.037
H -1.346 -0.576 -0.985
```

=====

# 4
Density functional theory data (ωB97M-V/def2-TZVPD) for the molecule C2H3N3O.

Output
Net charge = 0
Multiplicity = 1
LUMO level (alpha / beta) = -0.623 / -0.622 eV
HOMO level (alpha / beta) = -8.7 / -8.7 eV
Relative energy (zero: lowest compared OMol25 entry of this formula, charge and spin) = 446.4 kJ/mol

The geometry in XYZ format:
```
9
C2H3N3O ωB97M-V/def2-TZVPD
O -1.209 -1.852 0.003
C -1.499 0.362 -0.010
H 2.712 -0.047 0.375
N -1.830 -0.949 0.505
C 0.794 0.471 0.619
H 1.872 0.098 -1.123
N -0.317 0.826 0.019
H -2.372 0.952 -0.278
N 1.848 0.139 -0.109
```